Record 1
{
  "formula": "C4H10O2S",
  "method": "wB97M-V/def2-TZVPD",
  "gap_ev": 9.71,
  "smiles": "CO[C@@H](CO)SC",
  "largest_force_ev_per_a": 1.80,
  "total_charge": 0,
  "spin_multiplicity": 1,
  "symbols": ["S", "O", "O", "C", "C", "C", "C", "H", "H", "H", "H", "H", "H", "H", "H", "H", "H"],
  "xyz": [[1.40421, -1.38701, -0.27480], [-0.45488, 0.51413, -0.73806], [-2.56426, -0.97349, 0.07101], [-1.32604, -1.60737, -0.12022], [2.49016, 0.05287, 0.04918], [-0.17078, -0.59216, 0.09076], [-0.59163, 1.76006, -0.04497], [-0.82835, 2.45070, -0.85629], [-0.06817, -0.21867, 1.13482], [0.30297, 2.04229, 0.50796], [-1.14075, -2.31544, 0.69619], [-1.40533, 1.68641, 0.70828], [3.54192, -0.23537, -0.10294], [-2.57349, -0.28869, -0.58348], [-1.27353, -2.13800, -1.07984], [2.42053, 0.32999, 1.10929], [2.23743, 0.91974, -0.56689]],
  "forces_ev_per_angstrom": [[0.5642, 0.4469, -0.3334], [0.3620, 0.4100, 0.0692], [0.0715, -0.7111, 0.4851], [1.1549, -0.0303, 1.3860], [0.1596, -0.2458, 0.5378], [-0.3757, 0.2448, -0.1047], [-0.6761, -0.6766, -0.0822], [0.0269, 0.2885, 0.4846], [-0.5499, -0.4676, -0.4088], [0.2864, 0.0693, -0.2286], [-0.6011, -0.2651, -0.2582], [0.2008, 0.1965, -0.5348], [-0.4982, -0.0166, -0.2241], [-0.2241, 0.7870, -0.6049], [0.2060, 0.2857, 0.0761], [-0.1270, -0.0002, -0.1987], [0.0197, -0.3156, -0.0603]]
}

Record 2
{
  "formula": "C28H22BrF4LiN2PS",
  "method": "wB97M-V/def2-TZVPD",
  "gap_ev": 6.20,
  "largest_force_ev_per_a": 3.22,
  "total_charge": -1,
  "spin_multiplicity": 1,
  "symbols": ["Br", "S", "P", "F", "F", "F", "F", "N", "N", "C", "C", "C", "C", "C", "C", "C", "C", "C", "C", "C", "C", "C", "C", "C", "C", "C", "C", "C", "C", "C", "C", "C", "C", "C", "C", "C", "C", "Li", "H", "H", "H", "H", "H", "H", "H", "H", "H", "H", "H", "H", "H", "H", "H", "H", "H", "H", "H", "H", "H", "H"],
  "xyz": [[1.52972, -3.31976, 0.73044], [-1.49592, 4.43160, 0.24682], [2.31753, -0.40432, -0.47874], [7.22071, -1.35456, 0.93223], [6.52042, -3.84051, 2.16509], [5.43052, -0.12184, -0.48772], [4.06964, -4.63511, 1.95912], [-4.44108, 1.00711, 1.59754], [-1.43387, 1.62453, 0.19839], [5.98455, -1.84486, 0.92347], [-5.30127, 1.57203, 0.56402], [-6.18708, -2.25997, 1.26378], [3.50674, -1.01080, -3.00515], [2.95615, 1.23254, 0.21569], [2.94916, 2.69745, 2.12131], [-5.23400, -1.28445, 1.15165], [-6.37630, -3.15374, 0.23286], [-4.44819, -2.23982, -0.90822], [1.97797, 0.85333, -4.26724], [3.67039, -1.46130, 0.19887], [3.49151, 2.29090, -0.54525], [1.84646, 0.70384, -2.94050], [2.77743, 0.01716, -5.01468], [3.59664, 3.53154, 0.00229], [4.30279, -3.43590, 1.44456], [-5.51096, -3.16592, -0.87681], [4.99901, -1.17831, 0.24706], [-3.96083, 1.95237, 2.61816], [3.33625, -2.66617, 0.77755], [3.52927, -0.94838, -4.38173], [-4.23751, -1.30713, 0.12949], [3.34068, 3.75046, 1.32378], [5.62292, -3.05254, 1.56014], [-1.45297, 2.78374, 0.16563], [2.67785, 1.48321, 1.52756], [2.70598, -0.20385, -2.23611], [-4.98049, -0.21758, 2.20851], [-2.72755, 0.23012, 0.37414], [-6.87871, -2.33897, 2.21330], [-5.82906, -3.86028, -1.68014], [-7.22926, -3.89172, 0.24757], [3.79875, 2.07162, -1.58732], [-5.92627, -0.04311, 2.76601], [3.79705, 4.28180, -0.73928], [-5.60302, 0.84666, -0.15019], [-4.80750, 2.38717, 0.04355], [2.25899, 0.66771, 2.10240], [-3.66570, -2.44456, -1.66811], [4.12711, -1.65803, -4.90033], [1.34478, 1.62729, -4.73036], [-3.55221, 2.90954, 2.16758], [1.07351, 1.26560, -2.36003], [-3.17572, 1.51213, 3.20958], [2.72479, 2.94714, 3.16829], [-6.23175, 2.00318, 0.98009], [3.41947, 4.75723, 1.68925], [2.76684, 0.11917, -6.10569], [-4.25498, -0.58479, 2.93864], [-4.86104, 2.13929, 3.21491], [4.13168, -1.76919, -2.55773]],
  "forces_ev_per_angstrom": [[0.7551, -0.0226, 0.1335], [0.0301, -0.2675, -0.1604], [0.7785, 1.3469, 0.5703], [0.0849, -0.3071, 0.0554], [-0.3400, 0.4214, -0.1692], [0.0505, -0.0913, 0.3996], [-0.8506, -0.5064, 0.2258], [0.9927, -0.4690, -0.2550], [0.0768, -1.0736, -0.2234], [-0.1654, -1.2344, 0.7893], [-0.2180, 1.0536, 1.2166], [-2.0637, -0.0185, 2.1571], [0.5713, -0.6635, 0.5861], [-0.0166, 0.0488, -1.5083], [-0.3967, 1.0120, 0.7515], [2.1286, 0.3722, -0.2752], [-0.5990, -1.4566, -1.0813], [0.2939, -1.1907, 0.3505], [-1.2213, 1.2309, -1.4440], [-0.9267, -0.8873, -0.2745], [-0.3004, -2.3391, -0.8282], [0.1285, -0.3968, 3.1947], [0.3808, -0.1943, -1.1866], [0.2613, 0.1897, -1.4621], [0.0734, -0.0637, -0.2429], [-1.2294, 0.3084, 0.4502], [1.1609, 2.0391, -1.1825], [-1.0279, 0.7544, -1.3534], [-0.4783, -1.2298, 0.9693], [-0.3960, 0.6315, -0.1027], [-0.0550, -0.2696, -0.7668], [0.0303, 0.4392, 0.3710], [0.5184, 1.3872, -0.8458], [0.0421, 1.4399, 0.3651], [-0.1621, -0.8435, 1.1905], [-1.3705, 0.5453, -0.7527], [-0.7007, 0.0700, -0.2663], [-0.6579, -0.2556, 0.0723], [1.2816, 0.3208, -1.8648], [0.8074, 0.4424, 0.2836], [1.0068, 0.8475, 0.1445], [-0.3942, 0.4623, 0.6857], [0.1721, 0.2731, -0.0143], [0.4128, 0.7800, 0.3258], [0.0082, -0.8076, -0.5122], [0.3277, 0.0746, -0.0078], [-0.1817, 0.0569, 0.2919], [-0.5148, 0.5741, 0.2475], [0.3788, -0.3217, -0.5625], [0.4109, -0.5423, -0.0724], [-0.6128, -1.1402, 0.3594], [0.8138, -0.3326, -0.5766], [0.1967, -0.2950, 0.2706], [0.0646, -0.6148, -0.4442], [0.0221, -0.0335, 0.1666], [-0.0105, 0.1937, 0.3853], [0.1425, -0.1111, 0.4216], [0.0976, 0.0703, -0.0010], [0.3115, 0.6538, 0.6601], [0.0770, -0.0606, 0.3458]]
}

Energy above the lowest of the compared OMol25 structures with the same formula, charge and spin
In order: 37.11 11.88
Unit: kcal/mol
Total energy
In order: -707.0342 -4910.2555
Unit: Eh